14
Properties=species:S:1:pos:R:3:forces:R:3:lowdin_charge:R:1 method="wB97M-V/def2-TZVPD" homo_lumo_gap_ev=9.6 total_charge=+1 relative_energy_kcal_mol=88.16 energy_ha=-249.6847
C 2.7900 0.0339 0.0871 0.511 -0.261 1.328 0.07
C 1.5885 -0.0096 -0.4353 -0.233 -1.125 -0.278 -0.15
C 0.3594 0.1494 0.3605 0.363 1.582 2.351 -0.09
N -0.5274 1.3309 -0.0518 -2.636 0.185 -1.831 0.21
C -1.0855 0.1743 0.0203 0.266 1.113 -0.196 -0.12
C -2.4222 -0.4575 0.0098 -0.177 3.774 0.094 0.06
H 3.6769 -0.2354 -0.5025 -0.397 0.553 0.429 0.10
H 2.8361 0.2331 1.1556 0.673 -0.080 -0.086 0.08
H 1.6283 -0.2310 -1.4687 -1.102 -0.198 -1.101 0.10
H 0.4109 0.2208 1.5068 0.888 -0.374 -1.775 0.18
H -0.7688 2.2251 -0.6230 0.820 -1.735 1.643 0.24
H -2.4273 -1.4725 -0.0703 0.029 -2.703 -0.884 0.07
H -3.1351 0.1594 -0.5724 0.521 -0.819 -0.553 0.13
H -2.8942 -0.2614 0.9681 0.473 0.090 0.860 0.12

***

44
Properties=species:S:1:pos:R:3:forces:R:3:lowdin_charge:R:1 method="wB97M-V/def2-TZVPD" homo_lumo_gap_ev=8.0 energy_ha=-8232.6184
F 0.5982 2.8226 0.8489 0.372 -0.729 0.659 0.09
C 0.3347 3.3217 -0.3509 -0.591 1.467 -0.132 -0.40
F 1.0205 2.6966 -1.3076 0.338 -0.692 -0.505 0.06
C -1.1783 3.2468 -0.6134 1.112 -1.121 -0.486 -0.57
F -1.4249 4.1698 -1.5858 -0.406 0.580 -0.261 0.05
F -1.7544 3.6181 0.5338 -0.871 0.548 0.632 0.08
Si -1.8383 1.5517 -1.2625 -0.729 -0.440 0.206 0.47
C -3.7296 1.5129 -1.4554 0.334 0.882 -0.171 -0.31
C -4.5072 2.6334 -0.7272 -0.418 -0.793 -0.605 -0.20
C -5.0914 2.3108 0.6475 0.019 -0.027 -0.124 -0.80
F -4.9007 3.3731 1.4478 0.158 0.662 0.641 0.01
Br -4.2565 0.8058 1.5477 0.232 -0.040 -0.269 0.83
C -6.6499 2.1458 0.5639 1.123 -1.648 2.276 -0.99
F -7.1953 3.3153 0.5859 -0.784 1.949 -0.649 0.11
F -6.9787 1.4939 -0.5161 -0.435 -0.694 -1.451 0.09
Br -7.4055 1.1847 2.1034 -0.169 0.063 -0.073 0.76
P -1.0140 1.1423 -3.3309 0.463 -0.729 -0.474 0.17
S -0.4069 -0.6914 -3.5737 -0.088 -0.046 0.062 0.06
P -1.0479 -0.0137 0.1791 1.203 -0.220 0.281 0.18
S 0.8193 -0.5037 -0.0979 -0.206 -0.014 -0.145 0.14
H 0.6300 4.3712 -0.3647 0.024 0.210 0.050 0.17
H -4.1260 0.5252 -1.2622 -0.051 -0.230 0.229 0.06
H -3.9050 1.6746 -2.5189 0.053 0.002 -0.178 0.06
H -3.9453 3.5537 -0.6779 0.239 0.156 0.367 0.11
H -5.3586 2.8637 -1.3630 -0.117 0.157 -0.059 0.12
H -2.0744 1.4105 -4.2325 0.072 0.527 0.311 -0.06
H -0.0559 2.1443 -3.6091 -0.302 0.078 -0.007 -0.05
H -1.9683 -1.0853 0.2004 -0.162 0.272 0.024 -0.05
H -1.1578 0.5864 1.4551 -0.583 -0.052 -0.213 -0.06
C 6.5470 -5.6617 0.9313 -0.003 0.193 -0.200 -0.07
C 5.8032 -5.2275 2.1773 0.079 -0.418 -0.062 -0.22
O 5.6989 -3.8010 2.2709 -0.053 0.093 0.047 0.03
C 4.8044 -3.2331 1.4547 0.001 0.012 -0.042 -0.61
O 4.0843 -3.8108 0.6804 0.091 0.065 0.130 0.12
O 4.8522 -1.9139 1.6454 0.037 -0.066 0.020 0.00
C 4.0045 -1.1589 0.7712 -0.076 0.141 -0.120 -0.07
H 7.5262 -5.1825 0.8864 0.036 -0.081 0.093 0.08
H 6.6809 -6.7437 0.9260 0.016 0.005 0.053 0.08
H 6.0048 -5.3800 0.0298 -0.085 -0.049 0.044 0.07
H 6.3561 -5.5405 3.0618 -0.010 0.218 0.070 0.12
H 4.8126 -5.6800 2.2330 -0.053 0.121 -0.114 0.12
H 2.9748 -1.5025 0.8235 0.144 -0.142 0.002 0.00
H 4.3734 -1.2220 -0.2522 -0.081 -0.098 -0.014 0.10
H 4.0450 -0.1229 1.0967 0.128 -0.071 0.156 0.09

***

103
Properties=species:S:1:pos:R:3:forces:R:3:lowdin_charge:R:1 method="wB97M-V/def2-TZVPD" homo_lumo_gap_ev=3.7 relative_energy_kcal_mol=14.68 energy_ha=-3492.6814
Al 0.2012 -0.4332 -0.3943 0.949 -0.298 -1.945 -0.06
C -2.2859 -4.0215 0.8093 -0.053 -0.279 -0.360 -0.04
O -2.1103 -3.1123 1.9172 0.076 0.257 0.571 0.07
C -1.4043 -2.0955 1.4504 -0.055 -0.765 -1.027 -0.28
N -0.9952 -2.1336 0.2352 -0.210 0.271 0.384 0.15
C -1.4303 -3.4154 -0.3335 -0.095 -0.279 -0.165 -0.19
C -2.2015 -3.3498 -1.6336 0.061 0.117 -0.064 -0.18
C -2.4973 -2.1650 -2.2897 0.032 -0.054 0.082 -0.02
C -3.1730 -2.1952 -3.5017 -0.153 0.008 -0.011 -0.06
C -3.5694 -3.3988 -4.0591 -0.006 -0.056 0.003 -0.07
C -3.3045 -4.5857 -3.3898 0.006 -0.023 -0.001 -0.08
C -2.6225 -4.5581 -2.1863 0.080 -0.017 0.101 -0.05
C -1.0901 -0.9316 2.2590 0.361 0.627 0.114 -0.14
C -1.2378 -0.7640 3.6231 -0.108 -0.228 0.102 0.05
C -0.8181 0.4305 4.1900 0.089 0.050 -0.153 0.00
C -0.2969 1.4287 3.3761 0.037 0.088 0.093 0.06
C -0.1986 1.1758 2.0239 -0.133 -0.431 0.086 -0.13
N -0.5593 0.0102 1.4829 -0.323 0.225 0.946 0.11
C 0.2059 2.0846 0.9620 0.072 0.362 -0.936 -0.33
N 0.1733 1.6341 -0.2378 0.114 -0.105 0.458 0.13
C 0.2958 2.7867 -1.1288 -0.108 0.233 -0.194 -0.19
C 0.7476 3.9048 -0.1600 0.233 -0.033 -0.303 -0.05
O 0.4425 3.3644 1.1524 -0.115 -0.055 0.506 0.06
C -1.0394 3.1381 -1.7719 0.002 -0.190 -0.017 -0.17
C -1.1247 4.3024 -2.5291 0.021 -0.057 0.027 -0.05
C -2.3174 4.6661 -3.1329 0.071 0.057 -0.029 -0.08
C -3.4402 3.8636 -2.9938 -0.037 -0.025 -0.034 -0.09
C -3.3665 2.7091 -2.2311 -0.046 0.009 0.003 -0.07
C -2.1748 2.3517 -1.6166 0.097 0.051 -0.006 -0.03
H -3.3444 -4.0538 0.5522 0.013 0.099 0.061 0.14
H -1.9659 -5.0140 1.1181 0.064 0.070 0.084 0.13
H -0.5437 -4.0306 -0.5040 0.112 0.108 -0.009 0.14
H -2.1605 -1.2217 -1.8848 0.087 0.060 -0.060 0.08
H -3.3897 -1.2687 -4.0156 -0.017 -0.072 0.098 0.08
H -4.0755 -3.4199 -5.0153 -0.021 0.031 0.010 0.10
H -3.6159 -5.5333 -3.8100 0.011 0.007 -0.011 0.10
H -2.4016 -5.4885 -1.6721 0.034 -0.023 -0.048 0.12
H -1.6494 -1.5627 4.2241 -0.039 0.015 -0.023 0.13
H -0.8942 0.5837 5.2572 -0.020 -0.001 0.004 0.12
H 0.0331 2.3799 3.7689 -0.015 -0.005 0.007 0.14
H 1.0467 2.5886 -1.8949 -0.032 -0.067 0.021 0.15
H 0.1949 4.8330 -0.2772 -0.040 -0.059 0.044 0.13
H 1.8170 4.0905 -0.2062 0.078 -0.076 0.110 0.11
H -0.2445 4.9251 -2.6489 -0.014 0.015 -0.065 0.12
H -2.3678 5.5764 -3.7167 0.004 -0.023 -0.021 0.11
H -4.3644 4.1332 -3.4882 -0.010 0.014 0.040 0.10
H -4.2409 2.0812 -2.1140 0.016 -0.013 -0.006 0.11
H -2.1246 1.4453 -1.0286 -0.004 -0.042 -0.029 0.10
C 4.8281 -3.0324 1.4386 -0.119 0.294 0.110 -0.07
C 5.6666 -1.7671 1.3889 0.182 -0.150 -0.238 -0.42
C 6.6579 -1.7860 0.2340 -0.179 0.135 0.059 -0.04
O 4.8830 -0.5495 1.3476 -0.157 -0.163 0.050 -0.33
P 3.6953 -0.0334 0.4121 0.412 -0.021 -0.070 -0.05
S 3.6060 1.8795 0.7652 -0.322 0.009 -0.131 0.34
S 2.0764 -1.2236 0.7984 0.040 0.088 0.541 0.56
O 4.0785 -0.4812 -1.0746 0.043 1.031 0.649 -0.38
C 4.7149 0.2806 -2.1284 0.216 0.202 -0.344 -0.43
C 5.1079 -0.7353 -3.1883 0.010 0.098 0.067 -0.04
C 3.7558 1.3019 -2.7201 -0.060 -0.137 0.193 -0.06
H 5.4848 -3.9011 1.4979 0.028 0.013 0.002 0.09
H 4.2088 -3.1129 0.5468 0.087 -0.049 0.116 0.02
H 4.1758 -3.0200 2.3116 -0.031 -0.051 -0.009 0.07
H 6.2189 -1.6595 2.3247 -0.054 0.004 0.002 0.14
H 6.1185 -1.8681 -0.7086 0.085 -0.064 0.001 0.06
H 7.3325 -2.6369 0.3325 -0.001 -0.004 0.015 0.09
H 7.2457 -0.8677 0.2285 0.014 -0.007 -0.032 0.09
H 5.6072 0.7683 -1.7217 -0.078 -0.035 0.088 0.14
H 4.2083 -1.2052 -3.5909 0.123 0.067 -0.108 0.08
H 5.7572 -1.5085 -2.7761 -0.022 0.000 -0.084 0.07
H 5.6350 -0.2200 -3.9911 0.022 -0.017 -0.017 0.09
H 2.7771 0.8231 -2.8108 -0.078 0.044 -0.114 0.07
H 4.1053 1.6067 -3.7074 -0.013 -0.015 0.002 0.09
H 3.6736 2.1792 -2.0852 -0.063 0.064 0.062 0.03
C -1.7318 0.6685 -5.3812 0.008 0.000 0.123 -0.06
C -0.4637 0.7669 -4.5262 0.041 0.077 -0.228 -0.38
C 0.3549 1.9663 -5.0199 -0.161 -0.027 0.118 -0.06
C 0.3403 -0.5101 -4.5387 0.026 -0.246 0.328 -0.16
C 0.7003 -1.0479 -5.7621 0.061 -0.083 -0.013 -0.08
C 1.4043 -2.2371 -5.8622 0.040 -0.045 -0.167 -0.11
C 1.7358 -2.9065 -4.6959 0.016 0.032 -0.059 -0.08
C 1.4041 -2.4167 -3.4431 -0.128 0.267 0.049 -0.15
C 1.8271 -3.2177 -2.2306 0.133 -0.193 -0.141 -0.38
C 3.3301 -3.0830 -1.9634 -0.358 -0.118 0.055 -0.08
C 1.4840 -4.7069 -2.3680 -0.058 0.127 0.156 -0.08
C 0.7060 -1.1593 -3.2995 0.128 -0.185 -0.288 -0.29
N 0.4473 -0.6048 -2.1042 -0.636 0.463 1.077 0.01
H -2.3537 1.5535 -5.2284 -0.065 0.046 -0.027 0.07
H -2.3157 -0.2158 -5.1235 0.116 0.111 -0.122 0.04
H -1.4872 0.6124 -6.4445 -0.024 -0.025 0.002 0.07
H -0.7553 0.9343 -3.4932 -0.009 0.059 0.163 0.09
H 0.6867 1.8012 -6.0477 0.023 0.007 0.005 0.08
H 1.2392 2.1285 -4.4072 0.154 -0.012 0.096 0.06
H -0.2510 2.8767 -5.0005 0.016 0.038 -0.020 0.06
H 0.4246 -0.5270 -6.6748 -0.018 0.019 0.025 0.10
H 1.6800 -2.6414 -6.8287 -0.003 0.014 0.004 0.09
H 2.2781 -3.8443 -4.7761 -0.004 0.004 0.050 0.10
H 1.3032 -2.7899 -1.3739 -0.043 -0.087 0.009 0.05
H 3.9016 -3.3813 -2.8460 -0.021 -0.116 -0.022 0.09
H 3.6267 -3.7252 -1.1267 -0.031 -0.052 -0.168 0.07
H 3.5740 -2.0532 -1.7179 -0.171 -0.806 -0.156 0.03
H 2.1902 -5.1998 -3.0391 -0.062 -0.053 -0.028 0.07
H 0.4816 -4.8469 -2.7678 -0.160 -0.071 -0.053 0.07
H 1.5543 -5.2166 -1.4001 0.041 0.020 -0.013 0.07

***

no.,HOMO level (eV),molecular weight (u)
1,-14.553,82.13
2,-8.178,632.21
3,-5.292,784.97